C17H28Si3 in the gas phase at a distorted geometry, computed with wB97M-V/def2-TZVPD.

The value obtained for the LUMO energy is 0.5 eV. The HOMO-LUMO gap is 8.74 eV. The calculation puts the electronic energy at -41717.6144 eV.

Last column: natural (NBO) charge in e.
Cartesian coordinates (Å):
Si: -0.037 0.778 -1.196  0.703
Si: 1.283 2.239 -2.453  1.221
Si: 0.827 -0.951 0.192  1.280
C: 2.603 -0.559 0.457  -1.133
C: -0.696 -2.086 4.381  -0.181
C: 0.629 -2.009 4.113  -0.198
C: -2.258 -1.218 1.114  -0.145
C: -3.960 -1.722 2.733  -0.208
C: -3.576 -1.329 1.422  -0.235
C: 1.049 -1.648 2.818  -0.197
C: 0.597 3.560 -3.586  -1.089
C: 0.555 -2.491 -0.839  -1.107
C: 2.253 0.976 -3.508  -1.087
C: -3.029 -2.054 3.677  -0.175
C: -0.884 1.908 0.017  -1.102
C: 0.132 -1.364 1.840  -0.479
C: -1.248 -1.480 2.092  0.024
C: 2.506 3.138 -1.357  -1.105
C: -1.482 0.191 -2.242  -1.088
C: -1.661 -1.855 3.390  -0.083
H: 2.799 -0.004 1.362  0.243
H: 2.045 1.035 -4.572  0.235
H: 1.883 0.020 -3.195  0.217
H: -1.726 0.991 -2.941  0.234
H: 3.259 -1.414 0.350  0.244
H: 2.872 0.102 -0.347  0.239
H: 2.099 -1.482 2.619  0.214
H: 3.525 3.243 -1.747  0.241
H: -3.360 -2.362 4.646  0.210
H: 3.338 1.010 -3.355  0.237
H: -2.373 0.000 -1.643  0.230
H: 1.279 3.910 -4.313  0.242
H: 2.528 2.574 -0.424  0.226
H: 0.933 -2.360 -1.856  0.230
H: -1.228 -0.700 -2.816  0.234
H: 2.191 4.134 -1.096  0.236
H: 1.032 -3.368 -0.417  0.238
H: -0.116 2.473 0.559  0.229
H: 0.164 4.430 -3.060  0.238
H: -1.935 -0.958 0.120  0.193
H: -1.556 2.580 -0.516  0.227
H: -4.317 -1.042 0.698  0.215
H: -4.998 -1.784 2.990  0.211
H: -0.273 3.072 -4.073  0.228
H: -1.486 1.356 0.732  0.234
H: -1.032 -2.420 5.326  0.206
H: 1.366 -2.341 4.833  0.212
H: -0.513 -2.718 -0.933  0.240

A molecular structure, C13H17N9ReS, computed with wB97M-V/def2-TZVPD.

The value obtained for the LUMO energy (spin up / spin down) is -15.2 / -15.4 eV. As for the spin multiplicity: 2. The HOMO-LUMO gap (spin up / spin down) is 6.64 / 6.46 eV. The calculation puts the electronic energy at -40092.1141 eV. As for the charge: +4.

Last column: Mulliken spin population.
Cartesian coordinates (Å):
Re: 0.156 0.054 1.187  0.870
S: 0.242 2.280 1.027  0.023
N: -1.277 -0.913 0.159  -0.028
N: 0.738 3.528 -1.359  -0.001
N: 3.486 -0.331 0.841  -0.002
N: 3.238 -3.757 -2.139  -0.004
N: -0.270 -0.449 3.066  -0.029
N: 1.255 -2.830 -1.463  -0.005
N: 3.374 -2.036 -0.643  0.000
N: -1.334 3.727 -0.673  0.000
N: 1.346 -1.045 0.122  0.002
C: -3.009 -2.475 -1.316  0.036
C: 0.683 -1.967 -0.733  -0.011
C: -1.297 4.636 -1.857  0.002
C: -0.691 -1.163 5.521  -0.005
C: 2.648 -2.866 -1.406  0.001
C: -2.614 -0.740 0.280  0.032
C: -0.791 -1.864 -0.696  0.014
C: -0.158 3.196 -0.466  0.014
C: -3.501 -1.510 -0.443  -0.006
C: -0.456 -0.774 4.163  0.080
C: -1.628 -2.654 -1.443  0.004
C: 0.168 4.495 -2.342  0.000
C: 2.770 -1.156 0.095  -0.004
H: -2.020 4.299 -2.596  0.000
H: -3.691 -3.088 -1.894  -0.001
H: 0.264 -1.212 6.056  0.009
H: 0.242 4.083 -3.345  0.000
H: -2.949 0.020 0.974  0.003
H: 2.703 -4.395 -2.717  0.000
H: -1.180 -2.144 5.539  0.002
H: 4.251 -3.836 -2.135  0.000
H: -2.103 3.701 -0.017  -0.001
H: 1.722 3.304 -1.305  0.000
H: -1.548 5.645 -1.539  0.000
H: -4.565 -1.356 -0.317  0.001
H: 0.727 5.427 -2.292  0.000
H: 4.495 -0.437 0.816  0.000
H: 3.121 0.417 1.405  0.001
H: -1.340 -0.418 5.997  0.002
H: -1.208 -3.396 -2.110  0.001